1.
The following is a quantum chemistry calculation of a molecular structure, Cl2H3N3, from OMol25.

Geometry as ORCA input:
```
! wB97M-V def2-TZVPD RIJCOSX def2/J DEFGRID3
* xyz 0 1
N -0.074 0.110 -0.655
N -0.072 -0.922 0.278
N -0.998 -0.699 1.271
Cl -1.143 -2.023 2.268
Cl -0.278 0.758 2.775
H -1.048 0.064 -0.984
H 0.297 0.942 -0.177
H 0.833 -1.195 0.596
*
```

## Properties
orbital gap (spin up / spin down)	8.44 / 8.44	eV
energy relative to the best compared isomer or geometry (same formula, charge and spin)	17.9	kcal per mole

Atomic charges from the Löwdin analysis, expressed in e, are listed below:
1. N 0.03
2. N -0.24
3. N -0.69
4. Cl 0.58
5. Cl 0.03
6. H 0.10
7. H 0.08
8. H 0.11



2.
The following is a quantum chemistry calculation of a molecular structure, C31H60BaN2OP2S2Se, from OMol25.

Geometry as ORCA input:
```
! wB97M-V def2-TZVPD RIJCOSX def2/J DEFGRID3
* xyz 0 1
Ba 1.229 -0.416 0.685
C 4.973 -1.452 4.931
C 3.504 -1.859 5.058
C 2.867 -1.023 6.169
P 2.567 -1.708 3.411
C 0.915 -2.392 3.928
C 0.131 -3.187 2.892
C 0.007 -1.212 4.337
C 3.533 -2.929 2.391
C 2.767 -3.732 1.347
C 4.626 -2.158 1.620
H 5.461 -1.440 5.913
H 5.084 -0.455 4.491
H 5.536 -2.167 4.324
H 3.466 -2.913 5.359
H 2.738 0.024 5.870
H 3.488 -1.037 7.073
H 1.894 -1.424 6.466
H 1.059 -3.039 4.800
H 0.122 -2.703 1.910
H -0.914 -3.312 3.201
H 0.519 -4.202 2.796
H -0.260 -0.598 3.467
H 0.464 -0.542 5.069
H -0.925 -1.581 4.780
H 4.020 -3.643 3.064
H 2.081 -3.112 0.762
H 2.216 -4.554 1.808
H 3.454 -4.213 0.640
H 4.187 -1.512 0.849
H 5.305 -2.857 1.116
H 5.243 -1.519 2.256
O 0.123 0.651 -1.566
P -1.325 0.526 -1.984
C -1.944 2.140 -2.519
C -1.181 3.342 -1.928
C -1.721 3.803 -0.582
C -3.210 4.113 -0.658
C -4.009 2.944 -1.220
C -3.444 2.436 -2.543
C -2.212 -0.319 -0.655
C -3.671 -0.724 -0.882
C -4.448 -1.002 0.408
C -3.557 -1.598 1.487
C -2.409 -0.659 1.858
C -2.014 0.301 0.732
C -1.377 -0.609 -3.427
C -2.709 -0.732 -4.180
C -2.716 0.000 -5.518
C -1.624 -0.508 -6.459
C -0.386 -1.026 -5.730
C -0.195 -0.345 -4.382
H -1.641 2.140 -3.573
H -1.256 4.182 -2.632
H -0.113 3.120 -1.838
H -1.181 4.701 -0.262
H -1.530 3.040 0.177
H -3.364 4.993 -1.295
H -3.586 4.373 0.338
H -5.050 3.255 -1.367
H -4.037 2.136 -0.487
H -3.620 3.220 -3.293
H -4.016 1.576 -2.887
H -1.660 -1.271 -0.609
H -3.685 -1.628 -1.504
H -4.217 0.031 -1.446
H -5.285 -1.677 0.193
H -4.888 -0.068 0.778
H -3.145 -2.549 1.127
H -4.145 -1.832 2.381
H -1.542 -1.262 2.154
H -2.684 -0.068 2.741
H -0.973 0.611 0.876
H -2.615 1.208 0.822
H -1.195 -1.594 -2.973
H -3.544 -0.386 -3.573
H -2.903 -1.795 -4.377
H -2.580 1.074 -5.351
H -3.694 -0.111 -6.002
H -1.343 0.305 -7.140
H -2.022 -1.310 -7.092
H 0.499 -0.879 -6.359
H -0.481 -2.108 -5.576
H -0.065 0.733 -4.534
H 0.732 -0.701 -3.917
Se 0.167 2.198 2.446
C -0.432 3.688 3.446
N -0.798 4.600 4.058
S 4.034 -0.634 -0.795
C 3.929 0.931 -1.315
N 4.545 1.979 -0.685
C 4.180 3.293 -1.149
C 3.795 3.168 -2.611
S 3.041 1.519 -2.702
H 4.991 1.815 0.211
H 5.021 3.976 -1.001
H 3.336 3.641 -0.542
H 4.684 3.176 -3.250
H 3.111 3.956 -2.935
H -0.104 -2.626 0.292
*
```

## Properties
orbital gap	6.34	eV
energy relative to the best compared isomer or geometry (same formula, charge and spin)	0.0	kcal per mole

Here are the Löwdin charges for atoms 1 to 99, given in e:
1. Ba 1.30
2. C -0.14
3. C -0.54
4. C -0.13
5. P 1.00
6. C -0.56
7. C -0.19
8. C -0.15
9. C -0.56
10. C -0.14
11. C -0.22
12. H 0.08
13. H 0.08
14. H 0.06
15. H 0.11
16. H 0.09
17. H 0.08
18. H 0.06
19. H 0.10
20. H -0.12
21. H 0.09
22. H 0.07
23. H -0.01
24. H 0.06
25. H 0.09
26. H 0.10
27. H -0.02
28. H 0.07
29. H 0.09
30. H -0.16
31. H 0.09
32. H 0.06
33. O -0.55
34. P 0.81
35. C -0.33
36. C -0.18
37. C -0.20
38. C -0.19
39. C -0.19
40. C -0.19
41. C -0.37
42. C -0.19
43. C -0.19
44. C -0.19
45. C -0.20
46. C -0.29
47. C -0.33
48. C -0.19
49. C -0.20
50. C -0.20
51. C -0.20
52. C -0.20
53. H 0.11
54. H 0.12
55. H 0.10
56. H 0.12
57. H 0.05
58. H 0.11
59. H 0.12
60. H 0.12
61. H 0.09
62. H 0.13
63. H 0.09
64. H 0.05
65. H 0.12
66. H 0.08
67. H 0.11
68. H 0.11
69. H 0.12
70. H 0.11
71. H 0.05
72. H 0.12
73. H -0.12
74. H 0.10
75. H 0.13
76. H 0.08
77. H 0.13
78. H 0.10
79. H 0.11
80. H 0.11
81. H 0.11
82. H 0.11
83. H 0.12
84. H 0.11
85. H 0.11
86. Se 0.39
87. C -0.83
88. N -0.01
89. S 0.64
90. C -1.10
91. N -0.06
92. C -0.24
93. C -0.40
94. S 0.97
95. H 0.15
96. H 0.13
97. H 0.13
98. H 0.08
99. H 0.09



3.
The following is a quantum chemistry calculation of 7 unconnected molecules or ions with the total composition C15H44O15S4, from OMol25.

Geometry as ORCA input:
```
! wB97M-V def2-TZVPD RIJCOSX def2/J DEFGRID3
* xyz 0 1
C -1.136 3.628 2.576
C -1.665 2.258 2.099
O -3.082 2.313 2.204
S -3.895 1.153 1.519
C -5.169 0.831 2.664
O -4.458 1.641 0.317
O -3.046 0.033 1.513
H -1.485 3.767 3.633
H -1.518 4.413 1.876
H -0.057 3.540 2.610
H -1.328 2.059 1.066
H -1.245 1.530 2.731
H -5.840 -0.017 2.342
H -5.648 1.802 2.788
H -4.587 0.545 3.563
C -0.204 -1.022 -5.464
C 1.032 -1.253 -4.639
O 1.606 -0.005 -4.222
S 3.197 0.123 -4.163
C 3.524 -1.078 -2.885
O 3.756 -0.321 -5.403
O 3.349 1.472 -3.674
H 0.034 -0.273 -6.237
H -1.023 -0.690 -4.780
H -0.379 -1.979 -5.931
H 0.872 -1.897 -3.754
H 1.796 -1.804 -5.181
H 2.840 -0.714 -2.150
H 4.539 -1.031 -2.471
H 3.308 -2.111 -3.197
C -0.078 -2.741 3.904
C -1.390 -3.498 3.643
O -1.444 -4.576 4.602
S -2.874 -4.976 5.211
C -3.783 -5.615 3.843
O -2.579 -6.068 6.101
O -3.541 -3.845 5.687
H -0.158 -2.255 4.928
H 0.052 -1.969 3.215
H 0.707 -3.408 4.082
H -2.345 -2.860 3.800
H -1.568 -3.847 2.640
H -4.700 -6.088 4.294
H -3.273 -6.494 3.341
H -4.152 -4.840 3.139
C 5.597 2.078 -0.159
C 4.619 3.056 -0.671
O 3.268 2.479 -0.585
S 2.196 3.043 0.355
C 1.368 4.134 -0.760
O 1.376 1.909 0.612
O 2.815 3.688 1.511
H 5.278 1.826 0.824
H 6.637 2.535 -0.182
H 5.667 1.141 -0.772
H 4.650 3.921 0.023
H 4.587 3.304 -1.733
H 0.500 4.406 -0.072
H 1.062 3.514 -1.581
H 2.091 4.819 -1.038
C 1.645 -1.080 0.789
O 0.239 -0.791 0.587
H 1.625 -2.176 0.890
H 2.151 -0.751 -0.076
H 1.949 -0.561 1.666
H 0.273 0.152 0.501
C -0.353 2.254 -3.439
O -0.214 1.854 -2.083
H 0.430 1.956 -4.075
H -1.266 1.764 -3.871
H -0.540 3.342 -3.502
H 0.067 0.949 -2.061
C -2.130 -1.052 -2.274
O -0.673 -1.008 -2.221
H -2.621 -0.021 -2.207
H -2.379 -1.422 -3.304
H -2.402 -1.804 -1.556
H -0.474 -1.290 -1.316
*
```

## Properties
SMILES	CCOS(C)(=O)=O.CCOS(C)(=O)=O.CCOS(C)(=O)=O.CCOS(C)(=O)=O.CO.CO.CO
orbital gap	10.37	eV
energy relative to the best compared isomer or geometry (same formula, charge and spin)	33.7	kcal per mole

Atomic charges from the Löwdin analysis, expressed in e, are listed below:
1. C -0.05
2. C -0.27
3. O -0.24
4. S 0.50
5. C -0.13
6. O -0.26
7. O -0.28
8. H 0.09
9. H 0.09
10. H 0.06
11. H 0.12
12. H 0.10
13. H 0.10
14. H 0.07
15. H 0.08
16. C -0.04
17. C -0.30
18. O -0.29
19. S 0.59
20. C -0.10
21. O -0.27
22. O -0.27
23. H 0.10
24. H 0.07
25. H 0.08
26. H 0.11
27. H 0.11
28. H 0.04
29. H 0.08
30. H 0.08
31. C -0.04
32. C -0.25
33. O -0.26
34. S 0.54
35. C -0.15
36. O -0.28
37. O -0.26
38. H 0.11
39. H 0.04
40. H 0.06
41. H 0.14
42. H 0.11
43. H 0.09
44. H 0.10
45. H 0.08
46. C -0.07
47. C -0.24
48. O -0.28
49. S 0.54
50. C -0.07
51. O -0.28
52. O -0.28
53. H 0.07
54. H 0.11
55. H 0.09
56. H 0.12
57. H 0.13
58. H 0.10
59. H 0.04
60. H 0.05
61. C -0.10
62. O -0.14
63. H 0.10
64. H 0.04
65. H 0.07
66. H 0.02
67. C -0.14
68. O -0.13
69. H 0.04
70. H 0.09
71. H 0.09
72. H 0.03
73. C -0.10
74. O -0.17
75. H 0.11
76. H 0.07
77. H 0.08
78. H 0.05



Among the records above, which one has the lowest energy relative to the best compared isomer or geometry (same formula, charge and spin)? C31H60BaN2OP2S2Se



Among the records above, which one has the lowest energy relative to the best compared isomer or geometry (same formula, charge and spin)? C31H60BaN2OP2S2Se